Formula: C2H7NO2
Source: the Open Molecules 2025 dataset
Level of theory: wB97M-V/def2-TZVPD

Geometry as XYZ:
```
12
C2H7NO2 (wB97M-V/def2-TZVPD)
C 2.4148 2.9950 2.1000
O 1.9588 2.9494 0.7406
H 2.9293 2.0741 2.3698
H 3.1069 3.8242 2.2001
H 1.5859 3.1963 2.7744
H 1.9662 2.0124 0.5009
C -1.7390 -2.2036 -1.5168
N -2.0664 -1.3675 -0.4300
O -1.2815 -3.3057 -1.4188
H -2.0286 -1.6705 -2.4445
H -1.5403 -0.4985 -0.4886
H -1.8467 -1.7946 0.4689
```

Summary:
Orbital gap = 10.79 eV
SMILES = NC=O.CO
Calculated total energy = -285.613366 Eh
HOMO = -10.3700 eV
Relative energy (zero: lowest compared OMol25 entry of this formula, charge and spin) = 36.7 kcal/mol

Formula: C20H40ClNO8
Source: the Open Molecules 2025 dataset
Level of theory: wB97M-V/def2-TZVPD

Geometry as XYZ:
```
70
C20H40ClNO8 (wB97M-V/def2-TZVPD)
C 4.9245 -1.0245 -4.9875
C 3.8803 -0.3980 -4.0292
O 4.0308 -0.5827 -2.8702
N 2.8296 0.3907 -4.5973
C 3.4720 1.6452 -5.0694
C 1.7479 0.6182 -3.6523
O 1.7008 2.0160 -3.2702
C 0.6181 2.6494 -3.8607
O 0.1863 3.6646 -3.5706
O 0.1712 1.7782 -4.8518
C 0.2858 0.5327 -4.1647
C -0.2124 -0.7486 -4.8205
C -1.5852 -0.4647 -5.4681
O -2.4705 -0.1644 -4.7910
Cl -1.8019 -0.6313 -7.2349
H 5.9118 -0.7274 -4.6000
H 4.8652 -2.1197 -4.9575
H 4.7990 -0.6082 -5.9962
H 2.7678 2.3185 -5.5719
H 4.0385 2.1606 -4.2744
H 4.2235 1.3846 -5.8353
H 1.7207 0.0124 -2.7343
H -0.2948 0.7032 -3.2375
H 0.4990 -1.2046 -5.5246
H -0.4086 -1.4840 -4.0226
C -1.2871 -3.5789 0.5629
C -0.1675 -2.5714 0.3707
O -0.3357 -1.7460 -0.7713
C -1.4943 -0.9285 -0.7844
C -1.5486 0.0698 0.3594
H -1.4381 -4.1649 -0.3459
H -1.0520 -4.2542 1.3862
H -2.2344 -3.0878 0.7956
H 0.7682 -3.1121 0.2207
H -0.0320 -1.9580 1.2671
H -2.3987 -1.5458 -0.8098
H -1.4664 -0.3808 -1.7285
H -1.6586 -0.4303 1.3234
H -2.3960 0.7433 0.2358
H -0.6307 0.6596 0.3991
C -4.0064 4.3871 4.0956
C -3.0926 3.6929 3.1003
O -3.2432 2.2839 3.0759
C -4.5233 1.7982 2.7109
C -4.9519 2.2032 1.3105
H -3.8982 3.9475 5.0888
H -3.7698 5.4506 4.1511
H -5.0563 4.2949 3.8099
H -2.0551 3.8788 3.3831
H -3.2207 4.1082 2.0949
H -5.2720 2.0986 3.4522
H -4.4572 0.7100 2.7601
H -5.1082 3.2808 1.2334
H -5.8878 1.7113 1.0415
H -4.1872 1.9310 0.5826
C 2.4609 -2.8583 6.2705
C 2.4047 -3.2330 4.7994
O 1.3673 -2.5835 4.0862
C 1.4268 -1.1672 4.0413
C 2.6784 -0.6344 3.3640
H 1.4874 -3.0040 6.7421
H 3.2012 -3.4683 6.7901
H 2.7374 -1.8110 6.4083
H 2.2033 -4.3023 4.7147
H 3.3705 -3.0579 4.3130
H 1.3144 -0.7479 5.0469
H 0.5546 -0.8434 3.4704
H 3.5764 -0.8641 3.9408
H 2.6192 0.4496 3.2572
H 2.7998 -1.0818 2.3758
```

Summary:
Orbital gap = 10.30 eV
SMILES = CC(=O)N(C)[C@H]1OC(=O)O[C@H]1CC(=O)Cl.CCOCC.CCOCC.CCOCC
Calculated total energy = -1902.852722 Eh
HOMO = -9.6980 eV

Formula: C32H27BrF2N2O3ReS
Source: the Open Molecules 2025 dataset
Level of theory: wB97M-V/def2-TZVPD

Geometry as XYZ:
```
69
C32H27BrF2N2O3ReS (wB97M-V/def2-TZVPD)
Re 0.2304 -0.9509 0.9862
F 4.7271 0.4759 -1.5938
C 3.6063 0.8699 -1.0011
C 2.7518 -0.0953 -0.4874
C 1.5794 0.3199 0.1254
C 1.2692 1.6890 0.2477
C 2.1742 2.6046 -0.2813
F 1.9351 3.9145 -0.1749
C 3.3408 2.2218 -0.9126
C 0.0215 2.0185 0.9467
C -0.5447 3.2792 1.0855
C -1.7453 3.4170 1.7597
C -2.3730 2.2995 2.2928
C -1.7723 1.0750 2.1224
N -0.6033 0.9351 1.4762
H 3.0321 -1.1361 -0.5788
H 4.0204 2.9588 -1.3168
H -0.0577 4.1383 0.6556
H -2.1956 4.3959 1.8578
H -3.3181 2.3685 2.8109
H -2.2299 0.1701 2.4980
Br -1.6957 -2.6624 2.2559
C -1.6872 -3.7440 0.6464
C -1.1144 -5.1113 0.7848
C -1.0171 -5.8297 -0.6013
C -1.8405 -5.2708 -1.7172
C -2.2800 -4.0170 -1.6869
C -2.0662 -3.1801 -0.4934
C -2.2449 -1.6911 -0.6499
O -3.2585 -1.1762 -1.0019
O -1.0971 -1.0107 -0.4443
H -1.5729 -5.6725 1.5975
H -1.1891 -6.8994 -0.4860
H -2.0386 -5.9002 -2.5756
H -2.8420 -3.5743 -2.4985
C -1.7147 2.9851 6.8892
C -0.7613 2.2496 5.9962
C 0.1013 2.9376 5.1467
C 1.0028 2.2578 4.3416
C 1.0450 0.8712 4.4022
C 0.1890 0.1550 5.2369
C -0.7082 0.8497 6.0216
S 2.2050 0.0688 3.3584
C 3.1758 -0.8739 4.5125
O 1.4044 -1.0869 2.6573
H -1.8822 4.0035 6.5445
H -1.3080 3.0398 7.9011
H -2.6737 2.4722 6.9528
H 0.0705 4.0194 5.1167
H 1.6680 2.7999 3.6795
H 0.2199 -0.9275 5.2685
H -1.3784 0.3062 6.6760
H 2.5227 -1.5084 5.1075
H 3.7049 -0.1614 5.1447
H 3.8863 -1.4627 3.9358
C 1.4009 -6.7428 -0.9854
C 0.5279 -5.5476 -0.6498
C 0.8602 -4.3703 -1.5164
C 1.0399 -3.1432 -1.0549
N 1.0358 -2.8267 0.3474
C 0.9758 -3.7879 1.2047
C 0.4878 -5.1299 0.8475
H 1.2383 -7.0566 -2.0178
H 1.1674 -7.5872 -0.3355
H 2.4585 -6.5012 -0.8690
H 0.9488 -4.5390 -2.5830
H 1.2420 -2.2960 -1.6937
H 1.1094 -3.5273 2.2502
H 0.8386 -5.8972 1.5346
```

Summary:
Orbital gap (spin up / spin down) = 7.96 / 7.05 eV
Multiplicity = 4
Calculated total energy = -4820.498077 Eh
HOMO (spin up / spin down) = -14.1196 / -14.1691 eV
Relative energy (zero: lowest compared OMol25 entry of this formula, charge and spin) = 0.0 kcal/mol
Net charge = +2

Formula: C16H10BeF6N5O5PS5
Source: the Open Molecules 2025 dataset
Level of theory: wB97M-V/def2-TZVPD

Geometry as XYZ:
```
49
C16H10BeF6N5O5PS5 (wB97M-V/def2-TZVPD)
Be -0.5947 0.3787 -0.1776
N 1.0712 0.1624 -0.2209
C 2.2034 -0.0808 -0.3244
N 3.4159 -0.4671 -0.4985
C 4.4184 0.3934 -0.5175
N 5.3707 1.0540 -0.5634
S -3.4836 -2.9710 0.9024
P -3.1736 -1.8701 -0.6930
S -1.2798 -1.4026 -1.2524
C -4.1897 -0.3485 -0.6553
C -5.1724 -0.1896 0.3157
C -5.9725 0.9450 0.3189
C -5.7827 1.9299 -0.6404
C -4.7947 1.7804 -1.6042
C -4.0045 0.6418 -1.6157
C -3.8939 -2.7294 -2.1554
C -5.2712 -2.9421 -2.1823
C -5.8619 -3.6126 -3.2408
C -5.0792 -4.0906 -4.2853
C -3.7083 -3.8874 -4.2618
C -3.1181 -3.2050 -3.2043
H -5.2803 -0.9530 1.0771
H -6.7259 1.0696 1.0879
H -6.3870 2.8296 -0.6218
H -4.6014 2.5717 -2.3168
H -3.2099 0.5371 -2.3406
H -5.8796 -2.5793 -1.3623
H -6.9351 -3.7633 -3.2518
H -5.5388 -4.6176 -5.1134
H -3.0911 -4.2544 -5.0734
H -2.0504 -3.0292 -3.1906
F -3.0835 2.8597 3.3508
C -2.9126 1.9225 2.4070
F -3.7983 0.9486 2.6037
F -3.1298 2.4753 1.2187
S -1.1778 1.2926 2.4907
O -1.1027 0.2714 1.4382
O -0.3459 2.4404 2.3113
N -1.2701 0.6559 3.9054
S -0.0922 -0.1048 4.6402
O 1.2172 0.2311 4.1677
O -0.3598 -0.1164 6.0477
C -0.3581 -1.8626 4.1193
F 0.4551 -2.6546 4.8403
F -1.6119 -2.2447 4.3438
F -0.0712 -2.0298 2.8358
O -1.3779 3.9770 -2.0398
S -0.5682 3.0386 -1.2537
N -1.1644 1.7449 -0.9002
```

Summary:
Orbital gap = 7.53 eV
Calculated total energy = -4212.231844 Eh
HOMO = -3.2946 eV
Relative energy (zero: lowest compared OMol25 entry of this formula, charge and spin) = 0.0 kcal/mol
Net charge = -2

Formula: C4H6N2O
Source: the Open Molecules 2025 dataset
Level of theory: wB97M-V/def2-TZVPD

Geometry as XYZ:
```
13
C4H6N2O (wB97M-V/def2-TZVPD)
N 1.2616 -0.1123 -1.6558
C 0.9658 -0.2498 -0.2214
C -0.1700 -1.2075 0.1580
C -1.0994 -0.4934 0.8000
C -0.7165 0.9157 0.6206
O -1.6287 1.9082 0.7441
N 0.4838 1.0865 0.2065
H 2.1076 -0.6179 -1.9185
H 1.4272 0.8851 -1.7899
H -0.2013 -2.2873 0.0089
H -1.8963 -0.8130 1.4677
H -2.4024 1.6062 1.2495
H 1.8686 -0.6204 0.3302
```

Summary:
Orbital gap = 9.92 eV
SMILES = N[C@@H]1C=CC(O)=N1
Calculated total energy = -340.730433 Eh
HOMO = -9.1911 eV
Relative energy (zero: lowest compared OMol25 entry of this formula, charge and spin) = 40.5 kcal/mol

Formula: C4H12N3O
Source: the Open Molecules 2025 dataset
Level of theory: wB97M-V/def2-TZVPD

Geometry as XYZ:
```
20
C4H12N3O (wB97M-V/def2-TZVPD)
C 0.4321 -1.2381 1.6273
C -0.0524 -1.5778 0.4230
N 0.8383 -1.6152 -0.7314
N -0.3430 -1.1895 2.7937
H 1.4686 -0.9623 1.7770
H -1.0836 -1.8213 0.2316
H 1.0849 -0.6487 -1.0507
H 1.7311 -2.1255 -0.4703
H 0.4253 -2.1356 -1.5436
H -1.3189 -1.3650 2.6313
H -0.0084 -1.7418 3.5639
C 0.9004 1.7396 -0.5332
N -0.3639 2.1383 -0.5839
C -1.2968 1.7550 -1.6177
O 1.4256 0.9949 -1.3538
H 1.4765 2.1305 0.3110
H -0.6613 2.7115 0.1870
H -0.8616 1.9698 -2.5886
H -2.2408 2.2850 -1.5145
H -1.5519 0.6961 -1.5579
```

Summary:
Orbital gap (spin up / spin down) = 3.65 / 9.30 eV
Multiplicity = 2
Calculated total energy = -398.978402 Eh
HOMO (spin up / spin down) = -2.9621 / -8.7216 eV
Relative energy (zero: lowest compared OMol25 entry of this formula, charge and spin) = 48.6 kcal/mol

Formula: C36H39IrN4O4PSi
Source: the Open Molecules 2025 dataset
Level of theory: wB97M-V/def2-TZVPD

Geometry as XYZ:
```
86
C36H39IrN4O4PSi (wB97M-V/def2-TZVPD)
Ir -0.0845 -0.2299 -0.2662
O 1.9505 -0.4740 -0.1566
C 2.8398 0.4714 -0.1120
C 4.1906 0.0623 0.0295
C 5.2173 0.9683 0.1041
C 4.9679 2.3485 0.0420
C 3.6679 2.7668 -0.1019
C 2.5916 1.8665 -0.1884
C 1.2736 2.4398 -0.3046
N 0.1715 1.7910 -0.3685
N -0.9868 2.5525 -0.4243
C -2.0082 1.7798 -0.5970
O -1.9768 0.4818 -0.5882
C -3.3436 2.3981 -0.7891
C -3.5258 3.7694 -0.6272
C -4.7785 4.3310 -0.8104
C -5.8588 3.5312 -1.1640
C -5.6782 2.1666 -1.3340
C -4.4251 1.6001 -1.1461
H 4.3732 -1.0033 0.0896
H 6.2336 0.6082 0.2175
H 5.7765 3.0638 0.1092
H 3.4427 3.8274 -0.1450
H 1.1851 3.5229 -0.3277
H -2.6727 4.3789 -0.3630
H -4.9137 5.3976 -0.6805
H -6.8370 3.9727 -1.3102
H -6.5137 1.5387 -1.6172
H -4.2718 0.5395 -1.2881
C -1.9511 0.8319 2.4220
P -0.4141 -0.0641 2.0037
C 0.8819 1.0215 2.7016
C 2.1238 0.4547 2.9830
C 3.1837 1.2485 3.3953
C 3.0126 2.6172 3.5412
C 1.7771 3.1910 3.2748
C 0.7185 2.3978 2.8536
C -0.3214 -1.6208 2.7252
C -0.0815 -1.7857 4.1051
C 0.3539 -2.9705 4.6374
C 0.7308 -4.0100 3.7001
C 0.4784 -3.9252 2.3821
C -0.3486 -2.8050 1.7897
H -2.0014 0.9189 3.5094
H -2.7858 0.2292 2.0705
H -2.0046 1.8198 1.9671
H 2.2457 -0.6168 2.8667
H 4.1493 0.7979 3.5877
H 3.8440 3.2378 3.8532
H 1.6389 4.2603 3.3827
H -0.2297 2.8628 2.6147
H -0.1810 -0.9226 4.7616
H 0.5628 -3.0700 5.6937
H 1.2826 -4.8699 4.0697
H 0.8242 -4.7015 1.7043
H -1.3647 -3.1995 1.6397
C -2.2275 -1.5998 -2.6209
Si -1.6997 -2.1486 -0.9024
C -3.1830 -1.9552 0.2522
C -1.5828 -4.0196 -1.1458
C 0.2324 -2.3944 0.4360
H -3.2263 -2.0252 -2.7765
H -1.5616 -2.0301 -3.3703
H -2.2694 -0.5211 -2.7546
H -3.9752 -2.5805 -0.1763
H -3.5468 -0.9332 0.2977
H -3.0070 -2.3096 1.2668
H -2.5197 -4.3411 -1.6148
H -1.4610 -4.5757 -0.2155
H -0.7609 -4.2648 -1.8197
H 0.3097 -3.2190 -0.2598
H 1.2585 -2.0918 0.6012
C 2.8305 -2.3651 -4.3289
N 2.0017 -1.2305 -3.9720
C 1.9672 -0.0932 -4.7272
C 1.1209 0.9007 -4.4435
C 0.2301 0.7788 -3.2876
O -0.6409 1.6130 -3.0679
N 0.4364 -0.3006 -2.4532
C 1.1641 -1.3799 -2.8577
O 1.1330 -2.4771 -2.3145
H 3.4413 -2.0914 -5.1878
H 2.2171 -3.2315 -4.5762
H 3.4747 -2.6408 -3.4950
H 2.6533 -0.0663 -5.5644
H 1.0600 1.7981 -5.0388
```

Summary:
Orbital gap = 5.64 eV
Calculated total energy = -2650.523470 Eh
HOMO = -3.0140 eV
Relative energy (zero: lowest compared OMol25 entry of this formula, charge and spin) = 55.8 kcal/mol
Net charge = -1

Formula: C5H3Cl4O3
Source: the Open Molecules 2025 dataset
Level of theory: wB97M-V/def2-TZVPD

Geometry as XYZ:
```
15
C5H3Cl4O3 (wB97M-V/def2-TZVPD)
C -1.9496 -0.1356 -1.7552
C 0.8385 -0.6387 0.6351
C 0.9639 0.7497 0.0801
C -1.0215 -1.7018 1.6049
C 0.3365 1.7910 0.4864
O -2.3128 -1.1848 -2.0817
O -1.7558 1.0062 -1.6455
O -0.4972 -1.2048 0.5078
Cl 3.4982 -0.3395 -1.6704
Cl -2.4820 -2.2876 1.1468
Cl -1.0249 1.6621 1.5630
Cl 0.6921 3.5042 0.1196
H 1.5382 -1.1966 -0.0250
H 1.2944 -0.6854 1.5887
H 1.8821 0.6618 -0.5545
```

Summary:
Orbital gap = 7.41 eV
Calculated total energy = -2258.824258 Eh
HOMO = -4.6995 eV
Net charge = -1

Formula: C5H7NO2Si
Source: the Open Molecules 2025 dataset
Level of theory: wB97M-V/def2-TZVPD

Geometry as XYZ:
```
16
C5H7NO2Si (wB97M-V/def2-TZVPD)
C -2.1203 1.1645 0.0428
C -0.7524 1.6317 0.0869
C -2.5803 -0.0773 -0.1562
C 0.2699 0.7390 0.1278
C -0.5164 -1.1492 0.0182
N 0.3334 -2.0555 0.2031
O -1.8123 -1.1964 -0.2127
O 1.5567 0.8602 0.1710
Si 2.8807 -0.1102 -0.1360
H -2.8664 1.9114 -0.0213
H -0.5274 2.6195 0.2350
H -3.5722 -0.5514 0.0187
H 0.0528 -3.0567 0.3315
H 3.4854 -0.4796 1.1344
H 2.2586 -1.1160 -0.9107
H 3.9104 0.8660 -0.9324
```

Summary:
Orbital gap (spin up / spin down) = 5.92 / 7.40 eV
Multiplicity = 3
Calculated total energy = -689.211467 Eh
HOMO (spin up / spin down) = -5.0157 / -9.1765 eV

Formula: CH5FNP
Source: the Open Molecules 2025 dataset
Level of theory: wB97M-V/def2-TZVPD

Geometry as XYZ:
```
9
CH5FNP (wB97M-V/def2-TZVPD)
C 1.3672 -0.5514 -0.0533
N -0.0629 -0.5799 0.1148
F -2.4940 -0.3309 -0.0927
P -1.1464 0.5022 0.0758
H 1.6316 -1.2814 -0.8258
H 1.7661 0.4168 -0.3534
H 1.8524 -0.8519 0.8769
H -1.3677 1.4375 -0.9462
H -1.5463 1.2390 1.2040
```

Summary:
Orbital gap = 9.92 eV
SMILES = CN=[PH2]F
Calculated total energy = -537.050316 Eh
HOMO = -9.0798 eV
Relative energy (zero: lowest compared OMol25 entry of this formula, charge and spin) = 0.0 kcal/mol

Formula: C4H11NS
Source: the Open Molecules 2025 dataset
Level of theory: wB97M-V/def2-TZVPD

Geometry as XYZ:
```
17
C4H11NS (wB97M-V/def2-TZVPD)
C -0.6995 -0.1503 -0.7341
C -0.8111 0.6609 0.5542
C 0.0524 0.1343 1.7400
S -0.4302 -1.4839 2.3326
C 0.7164 -0.5001 -1.1243
N 1.4556 0.6568 -1.5980
H -1.3082 -1.0518 -0.7205
H -1.1548 0.4355 -1.5148
H -0.3038 1.6174 0.3988
H -1.8084 0.8143 0.9504
H 1.0909 -0.0755 1.5198
H -0.0552 0.8856 2.5359
H -1.7778 -1.3662 2.2684
H 1.3585 -0.9713 -0.3816
H 0.6674 -1.2748 -1.8927
H 0.8535 1.3157 -2.0674
H 2.1544 0.3533 -2.2667
```

Summary:
Orbital gap (spin up / spin down) = 9.13 / 3.75 eV
Multiplicity = 2
Calculated total energy = -611.597945 Eh
HOMO (spin up / spin down) = -12.8885 / -12.7455 eV
Relative energy (zero: lowest compared OMol25 entry of this formula, charge and spin) = 19.1 kcal/mol
Net charge = +1

Formula: C21H24AuBNO3S2Si
Source: the Open Molecules 2025 dataset
Level of theory: wB97M-V/def2-TZVPD

Geometry as XYZ:
```
54
C21H24AuBNO3S2Si (wB97M-V/def2-TZVPD)
Au -0.0368 1.8550 -0.4671
C 4.1619 -2.3889 -0.7124
Si 2.8761 -2.7264 -2.0281
C 3.0986 -4.5267 -2.5379
C 3.1867 -1.6812 -3.5440
C 1.1117 -2.5327 -1.4234
C 0.2192 -3.5912 -1.5280
C -1.1103 -3.4477 -1.1455
C -1.4958 -2.2110 -0.6613
N -0.6780 -1.1726 -0.5410
C 0.5994 -1.3085 -0.9184
S 1.6469 0.0873 -0.7505
H 5.1530 -2.6667 -1.0824
H 3.9580 -2.9758 0.1871
H 4.1671 -1.3362 -0.4332
H 4.1315 -4.6888 -2.8572
H 2.4485 -4.7961 -3.3738
H 2.8928 -5.2163 -1.7156
H 4.2077 -1.8222 -3.9097
H 3.0359 -0.6257 -3.3175
H 2.4960 -1.9610 -4.3430
H 0.5588 -4.5469 -1.9128
H -1.8185 -4.2620 -1.2231
H -2.5217 -2.0367 -0.3469
O -1.4181 4.4891 0.4929
B -1.2616 3.4729 -0.4929
O -2.1034 3.8308 -1.5916
C -2.7210 4.9954 -1.2602
C -3.6203 5.7362 -1.9930
C -4.1024 6.9111 -1.4083
C -3.6875 7.3083 -0.1435
C -2.7723 6.5478 0.5901
C -2.3057 5.3936 0.0033
H -3.9332 5.4168 -2.9781
H -4.8129 7.5209 -1.9524
H -4.0798 8.2226 0.2841
H -2.4402 6.8449 1.5757
C 0.4353 1.1168 4.4909
S -0.2798 1.2119 2.8417
O -1.7044 1.5864 3.0679
C -0.2621 -0.5591 2.5422
C 0.9160 -1.2062 2.2062
C 0.8884 -2.5702 1.9581
C -0.3075 -3.2706 2.0476
C -1.4795 -2.6082 2.3848
C -1.4633 -1.2416 2.6273
H -0.2043 0.4793 5.1007
H 0.4572 2.1307 4.8871
H 1.4461 0.7140 4.4300
H 1.8350 -0.6474 2.0859
H 1.7980 -3.0791 1.6647
H -0.3282 -4.3314 1.8303
H -2.4148 -3.1525 2.4350
H -2.3620 -0.6844 2.8594
```

Summary:
Orbital gap = 7.22 eV
Calculated total energy = -2341.717532 Eh
HOMO = -4.5214 eV
Net charge = -1